{
  "formula": "C44H85Cl2FI2N2O14",
  "method": "ωB97M-V with the def2-TZVPD basis set",
  "elements": ["C", "C", "C", "C", "C", "C", "C", "C", "C", "C", "C", "C", "N", "C", "C", "I", "C", "C", "I", "C", "O", "C", "C", "N", "C", "C", "C", "F", "C", "C", "C", "C", "Cl", "C", "C", "Cl", "C", "C", "C", "C", "O", "H", "H", "H", "H", "H", "H", "H", "H", "H", "H", "H", "H", "H", "H", "H", "H", "H", "H", "H", "H", "H", "H", "H", "H", "H", "H", "H", "H", "H", "H", "H", "H", "H", "H", "H", "H", "H", "C", "O", "H", "H", "H", "H", "C", "O", "H", "H", "H", "H", "C", "O", "H", "H", "H", "H", "C", "O", "H", "H", "H", "H", "C", "O", "H", "H", "H", "H", "C", "O", "H", "H", "H", "H", "C", "O", "H", "H", "H", "H", "C", "O", "H", "H", "H", "H", "C", "O", "H", "H", "H", "H", "C", "O", "H", "H", "H", "H", "C", "O", "H", "H", "H", "H", "C", "O", "H", "H", "H", "H"],
  "coordinates": [[-1.618, 3.596, 4.236], [-0.899, 3.727, 3.120], [-1.577, 4.192, 1.829], [-1.055, 3.376, 0.643], [-1.307, 2.000, 0.557], [-2.101, 1.238, 1.606], [-3.600, 1.595, 1.713], [-4.438, 1.156, 0.482], [-4.282, 2.144, -0.703], [-0.765, 1.322, -0.527], [-0.007, 1.986, -1.481], [0.243, 3.344, -1.421], [1.010, 3.981, -2.413], [-0.302, 4.030, -0.321], [0.008, 5.489, -0.247], [-1.057, 6.860, -1.493], [0.968, 5.918, 0.576], [1.798, 5.028, 1.457], [1.454, 7.991, 0.786], [0.585, 1.152, -2.610], [0.645, 1.525, -3.766], [1.060, -0.218, -2.161], [2.190, -0.820, -2.653], [2.954, -0.146, -3.666], [2.624, -2.091, -2.163], [3.924, -2.643, -2.762], [5.151, -1.897, -2.167], [4.058, -4.027, -2.726], [1.873, -2.707, -1.177], [2.337, -4.047, -0.598], [3.743, -4.030, 0.067], [3.806, -3.672, 1.552], [3.826, -1.880, 1.818], [0.674, -2.106, -0.707], [-0.236, -2.751, 0.336], [0.609, -2.985, 1.929], [-0.892, -4.068, -0.204], [-1.051, -5.195, 0.821], [0.296, -0.889, -1.199], [-0.951, -0.169, -0.767], [-2.048, -0.685, -0.651], [-2.691, 3.438, 4.101], [-1.189, 3.651, 5.233], [0.159, 3.470, 3.130], [-2.663, 4.166, 1.928], [-1.302, 5.250, 1.746], [-1.664, 1.431, 2.595], [-2.027, 0.158, 1.472], [-3.996, 0.994, 2.557], [-3.788, 2.638, 1.984], [-4.114, 0.139, 0.250], [-5.485, 1.137, 0.810], [-3.769, 3.070, -0.423], [-3.647, 1.655, -1.458], [-5.236, 2.346, -1.195], [0.877, 4.983, -2.425], [1.991, 3.739, -2.362], [1.596, 5.243, 2.515], [1.620, 3.963, 1.295], [2.874, 5.202, 1.324], [2.706, -0.568, -4.559], [2.799, 0.849, -3.686], [3.914, -2.374, -3.824], [5.987, -2.572, -1.979], [4.837, -1.380, -1.251], [5.417, -1.099, -2.868], [2.429, -4.725, -1.455], [1.608, -4.507, 0.069], [4.266, -4.989, -0.042], [4.355, -3.292, -0.453], [4.781, -4.007, 1.923], [3.045, -4.156, 2.164], [-1.060, -2.090, 0.586], [-1.845, -3.778, -0.663], [-0.265, -4.412, -1.037], [-1.553, -4.879, 1.737], [-0.121, -5.738, 1.019], [-1.720, -5.941, 0.368], [-7.066, 5.135, -2.757], [-6.625, 4.403, -1.618], [-6.219, 5.269, -3.428], [-7.853, 4.583, -3.272], [-7.442, 6.113, -2.450], [-7.385, 4.296, -1.039], [3.204, 11.616, 3.215], [2.853, 11.047, 1.957], [3.030, 12.688, 3.163], [2.586, 11.191, 4.010], [4.259, 11.434, 3.433], [3.013, 10.100, 2.019], [-0.324, 10.937, -1.877], [-0.231, 10.020, -2.959], [-0.007, 11.915, -2.231], [-1.356, 11.003, -1.523], [0.328, 10.625, -1.056], [-0.514, 9.158, -2.634], [-3.523, -0.054, 5.278], [-3.859, -0.665, 4.036], [-3.700, 1.016, 5.190], [-4.147, -0.456, 6.081], [-2.469, -0.225, 5.513], [-3.696, -1.608, 4.128], [-3.522, -8.351, 1.817], [-3.226, -7.035, 2.287], [-3.408, -8.361, 0.735], [-2.829, -9.071, 2.259], [-4.545, -8.623, 2.074], [-3.330, -7.043, 3.242], [7.580, -5.002, -1.518], [7.889, -3.679, -1.093], [7.685, -5.051, -2.600], [8.270, -5.713, -1.056], [6.552, -5.252, -1.244], [7.789, -3.660, -0.136], [-1.385, 10.602, 1.811], [-2.285, 9.502, 1.718], [-1.744, 11.280, 2.582], [-0.388, 10.245, 2.081], [-1.345, 11.131, 0.858], [-1.951, 8.914, 1.032], [6.741, -7.748, 1.209], [7.051, -6.420, 1.646], [6.848, -7.789, 0.127], [7.420, -8.461, 1.663], [5.709, -7.997, 1.477], [6.950, -6.402, 2.601], [-10.481, 6.213, -3.569], [-10.056, 5.481, -2.424], [-9.626, 6.338, -4.229], [-11.267, 5.668, -4.098], [-10.854, 7.197, -3.274], [-10.819, 5.376, -1.848], [-5.847, -11.884, 1.786], [-5.706, -10.739, 2.622], [-4.864, -12.148, 1.403], [-6.246, -12.725, 2.358], [-6.511, -11.663, 0.947], [-6.581, -10.516, 2.953], [8.975, -11.347, 1.164], [7.828, -10.572, 1.504], [9.428, -10.912, 0.276], [9.701, -11.331, 1.981], [8.688, -12.379, 0.950], [7.438, -10.967, 2.289], [2.212, -3.650, -6.834], [2.383, -2.513, -5.992], [3.180, -3.911, -7.253], [1.832, -4.495, -6.255], [1.519, -3.419, -7.646], [1.518, -2.298, -5.630]],
  "total_charge": 0,
  "homo_lumo_gap_ev": 7.9,
  "max_force_ev_per_a": 1.666
}

{
  "formula": "C44H92N8O8P2",
  "method": "ωB97M-V with the def2-TZVPD basis set",
  "elements": ["C", "C", "N", "C", "C", "C", "N", "O", "C", "N", "C", "C", "O", "C", "C", "N", "C", "C", "C", "P", "O", "O", "C", "C", "O", "C", "C", "P", "N", "H", "H", "H", "H", "H", "H", "H", "H", "H", "H", "H", "H", "H", "H", "H", "H", "H", "H", "H", "H", "H", "H", "H", "H", "H", "H", "H", "H", "H", "H", "H", "H", "H", "H", "H", "H", "H", "H", "C", "C", "C", "C", "C", "C", "N", "O", "C", "C", "C", "H", "H", "H", "H", "H", "H", "H", "H", "H", "H", "H", "H", "H", "H", "H", "H", "H", "H", "C", "C", "C", "C", "C", "C", "N", "O", "C", "C", "C", "H", "H", "H", "H", "H", "H", "H", "H", "H", "H", "H", "H", "H", "H", "H", "H", "H", "H", "C", "C", "C", "C", "C", "C", "N", "O", "C", "C", "C", "H", "H", "H", "H", "H", "H", "H", "H", "H", "H", "H", "H", "H", "H", "H", "H", "H", "H"],
  "coordinates": [[-6.065, 0.594, -6.665], [-6.018, -0.617, -5.753], [-7.186, -0.856, -4.833], [-8.205, -1.823, -5.366], [-7.696, -2.832, -6.550], [-6.589, -3.952, -6.089], [-6.730, -5.365, -6.682], [-5.547, -3.763, -5.278], [-6.787, -1.114, -3.401], [-6.420, -0.052, -2.587], [-6.347, 1.399, -3.003], [-4.878, 2.115, -2.701], [-4.926, 3.514, -3.183], [-3.961, 4.372, -2.478], [-4.585, 5.914, -2.543], [-6.812, -2.484, -2.751], [-5.472, -2.889, -2.181], [-5.551, -4.547, -1.976], [-4.140, -5.208, -1.466], [-2.793, -5.361, -2.830], [-2.400, -3.886, -3.327], [-3.381, -6.206, -4.242], [-2.268, -6.794, -5.023], [-2.574, -6.609, -6.646], [-1.306, -6.057, -2.205], [-1.552, -7.345, -1.537], [-0.653, -8.472, -2.368], [-8.118, -2.480, -1.538], [-7.724, -1.824, -0.109], [-5.026, 1.125, -6.892], [-7.047, 1.041, -7.119], [-5.030, -1.257, -5.809], [-8.739, -2.494, -4.552], [-9.080, -1.165, -5.844], [-7.350, -2.276, -7.549], [-8.659, -3.452, -6.887], [-5.863, -5.451, -7.291], [-7.551, -5.387, -7.348], [-6.175, -0.261, -1.573], [-6.653, 1.622, -4.109], [-7.125, 1.987, -2.321], [-4.811, 2.181, -1.511], [-3.970, 1.510, -3.141], [-3.766, 4.088, -1.360], [-2.970, 4.379, -3.110], [-4.326, 6.443, -3.581], [-5.768, 5.774, -2.555], [-4.247, 6.568, -1.612], [-4.639, -2.569, -2.947], [-5.280, -2.459, -1.096], [-6.416, -4.835, -1.217], [-5.855, -5.041, -3.018], [-4.389, -6.329, -1.140], [-3.765, -4.580, -0.528], [-1.222, -6.312, -4.803], [-2.301, -7.956, -4.821], [-1.899, -7.311, -7.314], [-2.411, -5.475, -6.967], [-3.710, -6.909, -6.850], [-1.144, -7.242, -0.422], [-2.679, -7.663, -1.545], [-0.017, -7.988, -3.227], [0.027, -9.039, -1.596], [-1.384, -9.260, -2.873], [-9.199, -1.665, -2.112], [-8.585, -3.830, -1.284], [-7.864, -2.520, 0.665], [2.644, -3.827, -2.539], [2.402, -4.803, -1.355], [1.312, -4.215, -0.424], [1.806, -3.015, 0.374], [3.071, -3.359, 1.153], [4.191, -4.014, 0.299], [3.689, -5.081, -0.630], [3.499, -6.249, 0.131], [4.940, -2.933, -0.524], [5.291, -4.528, 1.292], [1.824, -6.073, -2.060], [1.789, -3.822, -3.227], [2.765, -2.787, -2.237], [3.524, -4.122, -3.122], [0.963, -4.984, 0.279], [0.433, -3.919, -1.008], [1.987, -2.158, -0.282], [1.025, -2.700, 1.076], [3.449, -2.446, 1.633], [2.788, -4.037, 1.971], [5.661, -3.392, -1.211], [5.508, -2.261, 0.131], [4.283, -2.282, -1.098], [4.889, -5.219, 2.042], [5.734, -3.697, 1.854], [6.104, -5.034, 0.758], [2.563, -6.523, -2.733], [0.940, -5.826, -2.660], [1.497, -6.844, -1.348], [1.830, 2.453, 2.280], [2.903, 1.386, 2.629], [3.585, 1.768, 3.967], [4.506, 2.975, 3.834], [5.535, 2.758, 2.731], [4.934, 2.309, 1.372], [3.887, 1.240, 1.503], [4.555, 0.015, 1.684], [4.328, 3.527, 0.625], [6.132, 1.889, 0.450], [2.053, 0.093, 2.854], [0.969, 2.384, 2.958], [2.179, 3.481, 2.377], [1.448, 2.313, 1.262], [4.171, 0.920, 4.346], [2.829, 1.978, 4.733], [3.929, 3.885, 3.641], [5.025, 3.141, 4.786], [6.112, 3.683, 2.600], [6.251, 2.002, 3.084], [3.805, 3.209, -0.285], [5.111, 4.229, 0.314], [3.640, 4.116, 1.229], [6.755, 1.109, 0.901], [6.800, 2.738, 0.262], [5.778, 1.529, -0.523], [1.548, -0.214, 1.930], [1.279, 0.255, 3.614], [2.652, -0.754, 3.214], [5.967, 7.928, 8.111], [5.747, 7.682, 6.593], [5.537, 9.043, 5.882], [4.188, 9.673, 6.204], [3.047, 8.709, 5.899], [3.215, 7.298, 6.525], [4.600, 6.737, 6.373], [4.712, 6.237, 5.063], [2.842, 7.331, 8.030], [2.106, 6.380, 5.905], [7.115, 7.084, 6.131], [6.944, 8.392, 8.298], [5.245, 8.610, 8.559], [5.946, 6.986, 8.672], [5.613, 8.915, 4.793], [6.334, 9.744, 6.159], [4.146, 9.990, 7.251], [4.061, 10.584, 5.606], [2.104, 9.160, 6.236], [2.967, 8.620, 4.806], [3.058, 6.369, 8.510], [1.770, 7.522, 8.167], [3.344, 8.116, 8.592], [2.149, 6.351, 4.810], [1.104, 6.747, 6.159], [2.184, 5.352, 6.280], [7.307, 6.118, 6.614], [7.947, 7.751, 6.389], [7.173, 6.941, 5.044]],
  "total_charge": 1,
  "homo_lumo_gap_ev": [5.8, 6.4],
  "multiplicity": 4,
  "s2": 3.76,
  "max_force_ev_per_a": 7.828
}

{
  "formula": "C44H94N8O13",
  "method": "ωB97M-V with the def2-TZVPD basis set",
  "elements": ["O", "C", "N", "C", "H", "H", "H", "H", "H", "O", "C", "N", "C", "H", "H", "H", "H", "H", "O", "C", "N", "C", "H", "H", "H", "H", "H", "O", "C", "N", "C", "H", "H", "H", "H", "H", "O", "C", "N", "C", "H", "H", "H", "H", "H", "C", "C", "N", "C", "C", "C", "C", "H", "H", "H", "H", "H", "H", "H", "H", "H", "H", "H", "H", "H", "H", "H", "C", "C", "N", "C", "C", "C", "C", "H", "H", "H", "H", "H", "H", "H", "H", "H", "H", "H", "H", "H", "H", "H", "C", "C", "N", "C", "C", "C", "C", "H", "H", "H", "H", "H", "H", "H", "H", "H", "H", "H", "H", "H", "H", "H", "O", "C", "O", "C", "C", "C", "H", "H", "H", "H", "H", "H", "O", "C", "O", "C", "C", "C", "H", "H", "H", "H", "H", "H", "O", "C", "O", "C", "C", "C", "H", "H", "H", "H", "H", "H", "O", "C", "O", "C", "C", "C", "H", "H", "H", "H", "H", "H"],
  "coordinates": [[15.400, -11.757, 15.759], [16.250, -11.548, 14.948], [16.199, -12.254, 13.818], [17.228, -10.508, 15.211], [17.028, -12.257, 13.241], [15.404, -12.874, 13.753], [17.871, -11.013, 15.932], [16.701, -9.616, 15.551], [17.835, -10.314, 14.327], [12.030, -15.825, 19.449], [12.890, -15.056, 19.134], [12.704, -14.245, 18.111], [14.201, -14.987, 19.881], [11.910, -14.583, 17.586], [13.417, -13.562, 17.896], [14.175, -15.805, 20.601], [14.155, -14.158, 20.587], [15.078, -14.962, 19.234], [17.792, -3.179, 21.516], [17.521, -3.888, 22.446], [18.299, -4.852, 22.888], [16.334, -3.471, 23.286], [18.204, -5.292, 23.792], [19.141, -5.032, 22.361], [15.559, -4.214, 23.095], [15.945, -2.495, 22.999], [16.613, -3.495, 24.339], [12.509, -17.772, 26.229], [12.564, -16.963, 25.334], [13.314, -15.860, 25.487], [11.756, -17.215, 24.002], [13.883, -15.854, 26.321], [13.131, -14.956, 25.075], [12.179, -16.622, 23.191], [10.676, -17.081, 24.072], [11.848, -18.230, 23.616], [20.267, -8.416, 26.019], [20.383, -8.393, 27.253], [19.579, -7.765, 28.032], [21.445, -9.222, 27.938], [18.826, -7.201, 27.664], [19.558, -7.974, 29.020], [21.789, -8.835, 28.897], [22.250, -9.443, 27.237], [20.944, -10.161, 28.173], [8.743, -4.492, 18.397], [7.782, -5.467, 18.995], [7.026, -6.419, 18.268], [6.175, -7.170, 19.176], [5.307, -8.346, 18.603], [7.721, -7.185, 17.302], [9.008, -7.880, 17.909], [8.900, -3.622, 19.035], [8.271, -4.179, 17.466], [9.709, -4.927, 18.140], [8.063, -5.753, 20.009], [6.982, -4.816, 19.347], [6.611, -7.631, 20.062], [5.505, -6.502, 19.716], [5.929, -9.148, 18.208], [4.686, -8.819, 19.364], [4.738, -8.127, 17.699], [7.975, -6.430, 16.557], [7.149, -7.815, 16.621], [9.931, -7.301, 17.893], [9.126, -8.865, 17.458], [8.786, -8.155, 18.940], [26.690, -7.160, 19.075], [25.221, -7.162, 19.080], [24.498, -6.918, 20.349], [23.045, -6.644, 20.208], [22.177, -7.632, 19.459], [24.553, -8.161, 21.093], [23.880, -8.247, 22.471], [27.278, -6.606, 19.807], [27.168, -7.108, 18.096], [26.937, -8.154, 19.448], [24.914, -6.469, 18.297], [24.976, -8.068, 18.525], [23.080, -5.647, 19.770], [22.436, -6.515, 21.103], [22.560, -7.868, 18.466], [21.222, -7.254, 19.093], [21.820, -8.489, 20.030], [24.181, -8.960, 20.452], [25.562, -8.478, 21.358], [24.457, -8.999, 23.009], [24.043, -7.278, 22.943], [22.831, -8.543, 22.452], [22.845, -15.878, 22.954], [21.847, -16.029, 21.780], [20.670, -15.080, 21.831], [19.820, -15.112, 23.100], [19.132, -16.469, 23.471], [21.043, -13.760, 21.377], [21.318, -13.714, 19.851], [23.527, -16.729, 22.976], [22.304, -15.936, 23.898], [23.445, -14.972, 23.036], [22.088, -15.921, 20.722], [21.447, -17.034, 21.644], [20.466, -14.690, 23.870], [19.065, -14.327, 23.068], [18.418, -16.883, 22.759], [19.794, -17.296, 23.729], [18.568, -16.338, 24.395], [22.008, -13.593, 21.856], [20.294, -12.994, 21.575], [20.708, -14.490, 19.389], [22.395, -13.829, 19.733], [21.154, -12.733, 19.405], [12.118, -9.794, 30.941], [12.600, -9.965, 29.857], [11.886, -9.770, 28.742], [12.637, -10.262, 27.597], [14.082, -10.340, 28.114], [14.061, -10.399, 29.618], [12.543, -9.535, 26.790], [12.236, -11.127, 27.068], [14.656, -9.481, 27.768], [14.415, -11.337, 27.825], [14.757, -9.781, 30.185], [14.202, -11.392, 30.045], [5.935, -10.196, 23.599], [6.849, -10.829, 23.085], [8.035, -10.189, 22.718], [9.085, -11.189, 22.492], [8.332, -12.436, 22.045], [6.989, -12.387, 22.781], [9.566, -11.416, 23.443], [9.906, -10.813, 21.880], [8.952, -13.314, 22.225], [8.173, -12.447, 20.967], [7.100, -13.026, 23.657], [6.195, -12.840, 22.185], [11.585, -4.237, 26.877], [11.112, -4.906, 25.925], [11.708, -5.788, 25.136], [10.752, -6.141, 24.055], [9.414, -6.263, 24.789], [9.593, -5.067, 25.754], [11.069, -7.112, 23.674], [10.724, -5.309, 23.352], [9.282, -7.298, 25.107], [8.572, -5.970, 24.163], [9.267, -5.385, 26.744], [9.177, -4.087, 25.520], [14.476, -11.229, 23.256], [14.721, -10.382, 22.448], [13.817, -9.583, 21.827], [14.418, -8.499, 21.206], [15.925, -8.857, 20.917], [16.106, -9.867, 22.035], [14.482, -7.668, 21.909], [13.908, -8.074, 20.341], [16.609, -8.010, 20.880], [16.105, -9.286, 19.931], [16.755, -9.525, 22.841], [16.790, -10.660, 21.736]],
  "total_charge": 0,
  "homo_lumo_gap_ev": 7.9,
  "smiles": "CCN(CC)CC.CCN(CC)CC.CCN(CC)CC.O=C1CCCO1.O=C1CCCO1.O=C1CCCO1.O=C1CCCO1.CC(N)=O.CC(N)=O.CC(N)=O.CC(N)=O.CC(N)=O",
  "max_force_ev_per_a": 4.720
}

| no. | electronic energy (eV) |
| --- | --- |
| 1 | -122608.8641 |
| 2 | -93975.0512 |
| 3 | -85686.6067 |